No. 1
The following is a DFT calculation (wB97M-V/def2-TZVPD) of a molecular structure, C37H59Cl2F5InN7O10S2 in a non-equilibrium geometry.

As for the HOMO-LUMO gap: 1.49 eV. Its charge is +2. The spin multiplicity is 1. The calculation puts the highest occupied orbital energy at -0.467 Eh.

Structure (XYZ):
```
123
Properties=species:S:1:pos:R:3:mulliken_charge:R:1
In 16.81 -7.17 14.72 1.575
Cl 9.35 -6.63 14.73 -0.157
Cl 7.65 -4.23 14.11 -0.165
S 13.51 -5.14 13.49 0.718
S 14.53 -5.74 11.47 0.443
F 15.77 -8.70 8.95 -0.283
F 8.05 -3.66 9.20 -0.249
F 12.29 -1.54 18.27 -0.283
F 15.55 -6.85 10.82 -0.269
F 14.03 -4.78 15.00 -0.113
O 13.33 -6.32 10.85 -0.495
O 12.31 -5.91 13.70 -0.265
O 13.29 -3.76 13.04 -0.637
O 15.08 -4.55 10.96 -0.637
O 20.22 -2.27 9.57 -0.762
O 14.54 -8.27 16.28 -0.554
O 16.02 -5.62 17.33 -0.474
O 16.87 -4.12 15.23 -0.169
O 18.65 -5.79 12.71 -0.523
O 17.85 -8.75 12.22 -0.548
N 19.61 -4.05 11.71 0.125
N 14.38 -5.22 18.60 0.265
N 12.50 -8.86 15.76 -0.057
N 18.00 -9.60 10.22 0.251
N 14.89 -6.03 12.95 0.278
N 16.65 -2.17 14.13 0.304
N 18.57 -2.70 8.05 -0.085
C 13.05 -8.30 18.11 -1.080
C 11.31 -5.57 7.49 -0.023
C 19.94 -3.30 12.95 -1.026
C 20.98 -2.86 7.45 -1.220
C 9.55 -3.89 7.31 -0.594
C 17.45 -2.58 9.04 -0.416
C 16.61 -2.11 16.54 -1.172
C 15.67 -5.46 18.51 0.695
C 19.85 -2.61 8.44 0.838
C 13.84 -7.75 5.50 -0.487
C 14.44 -9.32 7.19 -0.504
C 18.74 -5.88 10.29 0.651
C 14.63 -6.75 6.14 -0.709
C 16.55 -2.67 12.82 -0.821
C 13.67 1.37 16.60 -0.509
C 13.65 -4.89 19.85 -1.148
C 15.31 -7.06 7.30 0.077
C 19.43 -10.49 12.04 -1.293
C 18.44 -9.50 11.46 0.704
C 18.98 -5.23 11.67 0.738
C 18.17 -10.70 9.36 -1.216
C 9.24 -5.02 13.99 0.659
C 10.63 -4.58 6.76 -0.344
C 10.97 -5.79 8.82 -0.294
C 13.81 -0.52 15.11 -0.190
C 12.70 -9.07 14.29 -0.692
C 15.14 -8.30 7.82 0.361
C 16.75 -2.91 15.21 0.335
C 13.96 0.81 15.37 -0.559
C 12.99 0.54 17.55 -0.468
C 9.16 -4.21 8.65 0.477
C 13.20 -1.38 16.07 -0.740
C 16.65 -5.68 19.65 -1.455
C 12.80 -0.84 17.27 0.477
C 13.37 -8.43 16.64 0.665
C 9.86 -5.12 9.40 -0.527
C 13.85 -9.10 5.98 -0.557
H 16.86 -1.07 16.29 0.433
H 19.64 -2.25 12.90 0.335
H 19.12 -10.88 13.01 0.309
H 13.92 2.41 16.77 0.433
H 9.99 -4.40 14.47 -0.009
H 12.58 0.99 18.43 0.437
H 14.15 -4.20 20.52 0.328
H 12.62 -4.53 19.73 0.381
H 17.85 -2.42 10.04 0.013
H 19.81 -11.23 11.34 0.407
H 19.56 -5.82 9.59 0.561
H 17.13 -2.61 17.35 0.378
H 13.02 -2.43 15.89 0.594
H 21.88 -2.26 7.55 0.329
H 12.69 -10.11 13.97 0.369
H 20.31 -9.91 12.33 0.318
H 11.52 -8.78 16.02 0.246
H 13.87 -5.14 17.74 0.104
H 17.87 -5.36 9.87 -0.438
H 18.43 -6.91 10.48 -0.809
H 16.83 -1.70 8.83 0.428
H 16.85 -3.50 9.08 0.036
H 21.26 -3.91 7.49 0.255
H 9.10 -3.09 6.74 0.445
H 16.40 -6.63 20.12 0.336
H 9.37 -4.99 12.90 -0.340
H 13.28 -9.85 5.47 0.387
H 18.36 -2.87 7.08 0.198
H 11.90 -8.65 13.68 0.215
H 17.71 -5.75 19.44 0.337
H 14.66 -5.69 5.91 0.448
H 19.50 -3.71 13.86 0.219
H 17.41 -10.80 8.59 0.281
H 16.45 -4.81 20.28 0.423
H 17.28 -8.92 10.07 0.105
H 15.62 -2.29 12.39 0.380
H 12.13 -6.13 7.08 0.205
H 17.41 -2.35 12.22 0.567
H 13.17 -7.52 4.69 0.432
H 16.68 -1.16 14.23 0.272
H 15.56 -2.15 16.83 0.001
H 12.78 -7.27 18.33 0.117
H 10.99 -4.36 5.77 0.418
H 11.55 -6.54 9.34 0.443
H 14.29 -10.27 7.68 0.428
H 19.82 -3.55 10.86 0.055
H 18.00 -11.68 9.81 0.403
H 20.56 -2.76 6.45 0.372
H 19.18 -10.75 8.94 0.398
H 9.55 -5.38 10.40 0.467
H 13.62 -8.62 13.92 0.068
H 14.02 -0.96 14.14 0.538
H 13.42 -5.81 20.39 0.400
H 16.57 -3.76 12.84 -0.275
H 21.02 -3.37 13.10 0.419
H 13.89 -8.56 18.76 0.318
H 15.91 -6.33 7.82 0.387
H 12.25 -8.98 18.42 0.430
H 14.39 1.55 14.71 0.393
```


No. 2
The following is a DFT calculation (wB97M-V/def2-TZVPD) of a single C5H9NO molecule in a non-equilibrium geometry.

The energy relative to the best compared isomer or geometry (same formula, charge and spin) is 87.9 kcal per mole. As for the HOMO-LUMO gap (spin up / spin down): 6.97 / 6.97 eV. Its charge is 0. The spin multiplicity is 1. The calculation puts the highest occupied orbital energy (spin up / spin down) at -0.223 / -0.223 Eh.

Structure (XYZ):
```
16
Properties=species:S:1:pos:R:3:mulliken_charge:R:1
O 1.87 -0.05 -1.21 -0.351
N -0.02 0.61 -0.45 0.191
C -0.92 1.64 0.09 -1.024
C 1.35 -1.07 -0.34 -0.421
C 0.86 0.82 -1.36 -0.050
C -0.79 -1.22 1.05 -1.327
C 0.28 -0.41 0.44 0.105
H -1.89 1.18 0.22 0.316
H 2.18 -1.45 0.25 0.252
H -1.01 2.49 -0.58 0.360
H 0.97 -1.91 -0.97 0.243
H -0.42 -1.84 1.87 0.332
H -1.29 -1.92 0.35 0.307
H 1.02 1.71 -1.94 0.355
H -0.59 2.01 1.06 0.351
H -1.60 -0.62 1.50 0.362
```


Q: Which of these has the highest charge?
A: C37H59Cl2F5InN7O10S2


Q: charge of number 2 (C5H9NO)?
A: 0


Q: Which of these has the highest charge?
A: C37H59Cl2F5InN7O10S2


Q: What is the charge in the second record?
A: 0